(1)
A structure of composition C4H9NO in a non-equilibrium geometry, computed with ωB97M-V/def2-TZVPD.

```
15
C4H9NO ωB97M-V/def2-TZVPD
C -0.668 -1.286 0.474
C -0.310 0.146 0.152
C -1.358 1.178 0.364
C 0.898 0.413 -0.614
O 1.134 1.271 0.420
N 1.844 -0.683 -0.673
H -1.572 -1.402 1.082
H 0.170 -1.846 0.880
H -0.871 -1.769 -0.503
H 0.653 0.785 -1.612
H -1.111 2.089 -0.178
H -2.375 0.830 0.146
H -1.314 1.409 1.434
H 2.413 -0.563 -1.498
H 2.468 -0.570 0.127
```

Energy relative to the best compared isomer or geometry (same formula, charge and spin) (kcal per mole): 75.14
Electronic energy (hartree): -287.7127
Lowest unoccupied orbital energy (Eh): 0.025

---

(2)
An isolated molecule of C4H9NO, computed with ωB97M-V/def2-TZVPD.

```
15
C4H9NO ωB97M-V/def2-TZVPD
C -0.949 -0.076 1.054
C -0.115 -0.432 -0.189
C -0.864 -0.477 -1.519
N 0.954 0.569 -0.244
C 1.856 0.618 0.785
O 2.273 -0.369 1.356
H -1.560 0.816 0.864
H -0.241 0.164 1.853
H -1.587 -0.875 1.442
H 0.362 -1.404 -0.038
H -0.152 -0.651 -2.336
H -1.405 0.456 -1.725
H -1.592 -1.295 -1.539
H 0.909 1.322 -0.913
H 2.113 1.633 1.147
```

SMILES: CC(C)NC=O
Energy relative to the best compared isomer or geometry (same formula, charge and spin) (kcal per mole): 18.75
Electronic energy (hartree): -287.8026
Lowest unoccupied orbital energy (Eh): 0.036

---

(3)
An isolated molecule of C4H9NO, computed with ωB97M-V/def2-TZVPD.

```
15
C4H9NO ωB97M-V/def2-TZVPD
C -1.449 -0.888 0.328
N -0.383 -0.003 -0.056
C -0.564 1.414 -0.207
C 0.852 -0.514 -0.565
C 1.966 -0.203 0.429
O 3.111 0.047 0.151
H -2.022 -1.329 -0.506
H -2.153 -0.347 0.970
H -1.047 -1.715 0.929
H -1.512 1.727 0.238
H 0.241 1.959 0.310
H -0.554 1.744 -1.260
H 1.123 -0.090 -1.546
H 0.797 -1.604 -0.693
H 1.596 -0.198 1.481
```

SMILES: CN(C)CC=O
Energy relative to the best compared isomer or geometry (same formula, charge and spin) (kcal per mole): 45.39
Electronic energy (hartree): -287.7601
Lowest unoccupied orbital energy (Eh): 0.032

---

(4)
An isolated molecule of C4H9NO, computed with ωB97M-V/def2-TZVPD.

```
15
C4H9NO ωB97M-V/def2-TZVPD
C 2.327 0.347 0.244
C 0.962 1.013 0.110
N 0.065 0.598 1.189
C -0.799 -0.277 0.908
O -0.885 -0.896 -0.304
C -2.188 -0.907 -0.856
H 2.233 -0.745 0.216
H 2.986 0.660 -0.575
H 2.800 0.623 1.190
H 0.544 0.802 -0.881
H 1.070 2.099 0.186
H -1.552 -0.596 1.637
H -2.809 -1.695 -0.420
H -2.073 -1.086 -1.926
H -2.682 0.058 -0.718
```

SMILES: CC/N=C\OC
Energy relative to the best compared isomer or geometry (same formula, charge and spin) (kcal per mole): 40.95
Electronic energy (hartree): -287.7672
Lowest unoccupied orbital energy (Eh): 0.035

---

(5)
A structure of composition C4H9NO in a non-equilibrium geometry, computed with ωB97M-V/def2-TZVPD.

```
15
C4H9NO ωB97M-V/def2-TZVPD
C 0.590 0.171 -1.423
N 0.262 -0.344 -0.072
C 1.497 -0.705 0.587
C -0.573 0.537 0.674
C -1.925 0.366 0.794
O -2.712 0.066 -0.323
H -0.298 0.173 -2.058
H 0.957 1.194 -1.351
H 1.314 -0.533 -1.839
H 2.219 0.135 0.558
H 1.357 -0.887 1.661
H 2.044 -1.517 0.100
H -0.128 1.520 0.913
H -2.516 0.601 1.670
H -2.089 -0.776 0.111
```

Energy relative to the best compared isomer or geometry (same formula, charge and spin) (kcal per mole): 129.20
Electronic energy (hartree): -287.6266
Lowest unoccupied orbital energy (Eh): 0.010

---

(6)
An isolated molecule of C4H9NO in a non-equilibrium geometry, computed with ωB97M-V/def2-TZVPD.

```
15
C4H9NO ωB97M-V/def2-TZVPD
C -0.348 -0.546 -1.692
N 0.367 0.605 -1.130
C -0.858 0.531 1.095
C 0.498 0.533 0.420
C 1.332 -0.674 0.852
O 1.049 -1.235 1.876
H 0.280 -1.407 -1.360
H -1.249 -0.850 -1.168
H -0.566 -0.486 -2.740
H -0.336 1.355 -1.219
H -0.639 0.710 2.162
H -1.393 1.441 0.769
H -1.437 -0.397 1.091
H 1.003 1.479 0.684
H 2.296 -1.059 0.359
```

SMILES: CN[C@@H](C)C=O
Energy relative to the best compared isomer or geometry (same formula, charge and spin) (kcal per mole): 50.24
Electronic energy (hartree): -287.7524
Lowest unoccupied orbital energy (Eh): 0.032

---

(7)
A cluster of 2 separate species, C4H9NO in total, computed with ωB97M-V/def2-TZVPD.

```
15
C4H9NO ωB97M-V/def2-TZVPD
N 0.476 2.383 0.709
C -0.159 1.637 -0.262
C -0.931 2.204 -1.206
C -0.520 -0.783 -0.808
C 0.111 0.187 -0.167
H 0.543 3.383 0.626
H 1.019 1.963 1.446
H -1.323 1.545 -1.960
H -1.174 3.259 -1.176
H -0.234 -1.813 -0.618
H -1.318 -0.659 -1.532
H 0.899 -0.095 0.525
H 0.658 -5.087 1.778
H 0.725 -3.651 1.349
O 1.229 -4.473 1.297
```

SMILES: C=CC(=C)N.O
Energy relative to the best compared isomer or geometry (same formula, charge and spin) (kcal per mole): 48.48
Electronic energy (hartree): -287.7552
Lowest unoccupied orbital energy (Eh): 0.028

---

(8)
A cluster of 2 separate species, C4H9NO in total in a non-equilibrium geometry, computed with ωB97M-V/def2-TZVPD.

```
15
C4H9NO ωB97M-V/def2-TZVPD
C -1.203 0.935 -0.659
C -0.161 2.737 0.392
N -0.647 2.311 -0.693
H -0.457 0.121 -0.771
H -1.691 0.760 0.280
H -1.859 0.792 -1.509
H 0.235 3.763 0.350
H 0.209 2.098 1.199
O -0.027 -3.104 1.300
C 0.427 -2.036 1.003
C 0.960 -1.806 -0.384
H 0.813 -1.232 1.696
H 1.944 -2.283 -0.459
H 0.293 -2.296 -1.083
H 1.163 -0.760 -0.661
```

SMILES: C=NC.CC=O
Energy relative to the best compared isomer or geometry (same formula, charge and spin) (kcal per mole): 65.92
Electronic energy (hartree): -287.7274
Lowest unoccupied orbital energy (Eh): 0.032